[1]
Computed, not measured: a structure of composition C39H33CoIN2O6P2S, with ωB97M-V/def2-TZVPD.

Values from the calculation:
- Relative energy (zero: lowest compared OMol25 entry of this formula, charge and spin): 0.0 kJ/mol
- F_max: 0.1 eV/A
- <S²>: 0.756
- E_HOMO (spin up / spin down): -2.142 / -2.142 eV
- 2S+1: 2
- Total charge: -2
- Electronic energy: -131387.726 eV

Positions of all 85 atoms, in Å:
H -1.808 4.947 0.917
C 4.211 2.056 2.042
C -1.964 4.294 2.957
C -1.805 2.815 1.059
H 0.742 2.270 -0.499
C 1.418 -1.567 -3.593
H -0.064 -0.027 3.195
C 2.115 0.900 -1.419
Co -1.208 -0.329 -0.911
H -3.632 -3.877 -0.955
C 1.710 2.156 -0.966
C -4.309 -2.745 3.838
C 3.703 3.060 2.853
H -4.125 0.438 2.701
H -2.010 5.298 3.364
H -3.438 -2.149 -0.604
O -1.043 3.795 -3.500
C 3.767 3.119 -1.749
C 1.760 -2.531 -4.526
H 4.323 3.887 3.174
H -0.052 -1.522 2.298
H 2.562 -4.498 -4.839
C -2.661 -1.079 2.301
C -1.834 1.709 1.904
C -1.375 2.005 -5.134
C -1.444 0.261 -3.522
O -1.566 -0.315 -5.873
C 1.688 -1.092 0.579
O -1.494 -0.837 -2.885
N -3.047 -3.083 -0.774
O -0.975 -2.233 -0.460
H 3.669 -0.197 -2.420
C -1.241 1.480 -2.843
C -1.489 0.500 -4.969
H 5.131 1.763 -2.708
H -5.538 -0.998 4.104
C -4.637 -1.404 3.658
H 2.206 4.226 -0.776
C -0.025 -0.439 2.185
H -1.748 -5.336 -1.294
S -3.352 0.061 -0.315
C 3.423 1.003 1.611
C 2.166 -3.008 -1.823
H -2.899 -4.298 3.333
H 2.921 -4.920 -2.425
H -2.123 3.332 4.874
H 5.244 2.092 1.714
C -3.170 -3.253 3.240
C -1.133 -4.494 -1.021
C 2.535 3.258 -1.129
C 4.173 1.875 -2.213
C 2.068 0.911 1.982
C -1.949 1.912 3.279
C -1.852 4.099 1.588
C 1.562 1.938 2.797
C 2.512 -3.975 -2.759
H -1.747 2.665 -0.011
C -1.721 -3.225 -0.749
H 0.978 -0.635 -3.927
H 1.570 -2.344 -5.575
H 2.308 -3.224 -0.772
C 3.350 0.771 -2.052
O -1.095 1.493 -1.566
P 1.049 -0.532 -1.055
H -4.949 -3.389 4.431
C 2.308 -3.738 -4.110
C -2.025 3.195 3.804
H 4.409 3.982 -1.881
H -0.069 -4.543 -1.165
C 1.619 -1.795 -2.231
C -1.196 2.610 -3.756
H 3.870 0.284 0.943
H 1.212 -2.051 0.789
H 2.767 -1.246 0.584
H 0.516 1.950 3.060
P -1.649 0.021 1.215
O -1.387 2.607 -6.185
N 1.257 -0.126 1.569
H 1.919 3.761 3.827
H -1.478 -2.871 2.020
C -3.831 -0.587 2.887
I -0.626 -5.910 1.610
H -1.981 1.062 3.950
C -2.345 -2.422 2.487
C 2.365 2.983 3.218

Atomic partial charges in e from the Mulliken method, atoms 1 to 6: 0.49, -0.58, -0.59, -0.32, 0.29, -0.21



[2]
Computed, not measured: a structure of composition C39H33GeN7O4SW at a distorted geometry, with ωB97M-V/def2-TZVPD.

Values from the calculation:
- Relative energy (zero: lowest compared OMol25 entry of this formula, charge and spin): 372.3 kJ/mol
- F_max: 2.8 eV/A
- <S²>: 3.809
- E_HOMO (spin up / spin down): -15.043 / -16.581 eV
- 2S+1: 4
- Total charge: +3
- Electronic energy: -128750.458 eV

Positions of all 86 atoms, in Å:
H 2.103 -2.367 -2.669
H -1.508 2.164 -4.703
N -1.983 2.777 0.433
H -2.948 -1.441 -2.574
H -3.095 -3.749 -3.462
H 0.448 -4.827 -1.305
O 0.513 -0.979 3.068
C -1.078 3.051 -1.708
H -5.366 -0.328 1.659
C -4.297 -0.375 1.831
C -1.329 -4.423 -2.444
C -2.078 3.523 -0.686
H 1.232 -5.835 4.764
C 0.163 -5.143 3.039
H -0.270 3.763 1.418
H -1.093 -0.803 -1.090
H 4.267 -2.158 -3.845
C 0.126 3.964 -1.894
C 1.512 5.337 2.453
C -2.284 -3.479 -2.797
C 4.210 -1.969 -2.779
H 0.993 3.459 -2.310
C -3.762 -0.942 2.992
N -1.723 2.552 -2.788
O -2.690 0.759 -1.209
C 1.243 -5.162 3.916
H -4.514 5.663 0.183
C -0.290 -4.082 -1.589
H 0.409 4.440 -0.961
C -2.207 -2.181 -2.301
C -3.781 0.740 -0.444
H -1.397 -5.435 -2.827
H 1.394 0.230 -4.854
N 0.858 2.246 0.563
C -2.988 4.544 -0.838
C -3.428 0.129 0.891
S 0.774 0.785 -2.284
C 2.339 -4.334 3.702
C -2.792 3.059 1.470
H -3.057 5.074 -1.778
H 4.206 1.970 0.818
C 0.722 3.379 1.264
C 3.227 2.405 0.967
C -3.801 4.850 0.245
H 1.443 -1.193 2.870
H 2.267 0.922 -0.200
H 3.916 4.107 2.112
W -0.905 1.084 -0.373
H 6.305 -1.536 -2.585
C -0.200 -2.780 -1.089
C 2.997 -2.091 -2.121
C 0.169 -4.288 1.947
H -2.696 2.447 2.357
Ge 1.282 -2.403 0.109
C 5.359 -1.635 -2.069
O -4.863 1.147 -0.732
C -1.161 -1.849 -1.461
H -0.167 4.758 -2.585
N 0.560 0.792 -4.898
C 5.301 -1.438 -0.694
C 1.783 4.082 1.811
H 3.238 -2.872 2.425
N 1.277 6.362 2.920
C 3.073 3.581 1.682
C 0.056 1.279 -3.774
C -2.392 -1.028 3.147
H 4.066 -1.432 1.052
C -0.161 -0.635 2.033
H 0.271 1.121 -5.808
C 1.274 -3.463 1.725
H 6.204 -1.208 -0.142
C 4.097 -1.571 -0.023
O 0.387 -0.342 0.902
C 2.122 1.793 0.415
H 3.182 -4.363 4.380
N -0.987 2.109 -3.839
N -2.100 0.092 1.058
C 2.942 -1.889 -0.741
C -1.577 -0.523 2.136
C 2.363 -3.487 2.604
H -0.680 -5.803 3.202
H -0.673 -4.282 1.263
C -3.687 4.103 1.415
H -4.304 4.321 2.276
H -1.938 -1.507 4.005
H -4.424 -1.337 3.752

Atomic partial charges in e from the Mulliken method, atoms 1 to 6: 0.52, 0.30, 0.51, 0.59, 0.46, 0.58



[3]
Computed, not measured: a structure of composition C39H34BrCl2CrF11N3O4PTe at a distorted geometry, with ωB97M-V/def2-TZVPD.

Values from the calculation:
- Relative energy (zero: lowest compared OMol25 entry of this formula, charge and spin): 385.1 kJ/mol
- F_max: 2.4 eV/A
- <S²>: 3.796
- E_HOMO (spin up / spin down): -4.910 / -5.873 eV
- 2S+1: 4
- Total charge: -1
- Electronic energy: -223639.431 eV

Positions of all 97 atoms, in Å:
H -4.014 -0.119 0.851
H 2.117 -0.377 8.436
O 1.367 -0.150 -0.973
H 1.028 -0.808 4.324
N -1.372 0.597 -1.448
F 0.072 -3.092 -1.380
C 1.997 -3.028 2.727
C -3.332 3.744 0.131
C 2.271 2.070 -0.539
C 4.380 -3.925 -1.103
H -1.445 -2.852 -3.478
H 2.386 1.759 -3.707
C 2.564 -2.279 7.539
C -4.169 0.258 -1.267
C 3.497 4.088 0.058
O 1.999 1.536 -2.853
O -0.177 -2.502 1.021
Cl -1.271 -0.727 -0.384
H -0.778 1.962 -3.228
H -5.582 -2.005 0.815
H -3.642 5.582 1.191
F 4.880 -2.412 -3.454
C 2.087 -0.973 7.533
C -2.817 2.423 -2.746
H 2.874 -4.063 6.397
F 3.126 -1.184 -3.254
H -1.915 0.956 1.446
H 5.341 -3.998 -1.606
H 3.711 -4.710 -1.451
H 1.987 -4.453 4.217
C 3.696 -2.582 -1.372
H -0.806 3.322 -5.315
C -3.271 4.566 1.248
C -3.980 3.088 -3.129
Br 1.899 -4.469 1.472
C -1.666 2.511 -3.530
H 3.140 0.473 1.188
C -2.243 2.790 2.497
F 4.495 -1.507 0.596
F -2.758 -3.171 -0.871
F -2.660 -2.491 1.449
C 1.546 -0.451 6.368
C 4.599 -1.469 -0.753
C -4.757 -0.141 -2.469
C 1.500 -1.213 5.209
C -5.982 -1.837 -1.286
H -1.810 2.417 3.416
C 1.997 -3.390 4.008
H 1.149 0.557 6.359
H 2.980 -2.701 8.446
H -4.883 2.986 -2.537
H -3.750 4.128 -0.791
H 4.378 5.168 -1.577
C 2.000 -2.519 5.194
O 2.445 -2.548 -0.862
C 2.206 -1.621 2.337
H 2.790 -1.051 3.058
C -5.385 -1.456 -0.096
Cl 0.172 -1.111 -3.576
C -2.851 2.436 0.187
C -2.848 3.939 -5.070
H 2.520 2.790 1.453
C 3.785 4.313 -1.278
F 4.294 -0.225 -1.123
F -3.318 -4.848 0.923
C -1.692 3.268 -4.694
H -6.673 -2.671 -1.298
H -4.897 4.364 -4.586
Cr 0.832 -1.816 -0.253
H -2.200 -1.155 -3.733
P -2.760 1.372 -1.289
F -1.377 -4.320 2.487
F 5.905 -1.644 -1.028
C 2.506 -3.044 6.387
C 3.640 -2.359 -2.906
C 3.295 3.446 -2.240
Te -1.632 -3.867 0.596
C 1.486 0.861 -0.056
C -1.351 -1.822 -3.786
C -5.681 -1.173 -2.469
N 2.132 0.350 1.195
H 3.852 4.769 0.821
C 2.748 2.973 0.409
H -6.149 -1.476 -3.398
H -2.672 4.734 3.300
H 3.497 3.628 -3.291
C -2.301 1.966 1.383
C 2.523 2.338 -1.891
N 1.791 -0.986 1.322
C -2.724 4.091 2.430
F 2.922 -3.318 -3.488
H -2.863 4.522 -5.982
C -4.490 -0.399 -0.079
C -3.992 3.849 -4.288
H -4.474 0.340 -3.398
H 4.509 -4.041 -0.029
H 0.496 1.218 0.263

Atomic partial charges in e from the Mulliken method, atoms 1 to 6: 0.08, 0.37, -0.48, 0.68, 0.51, -0.58



[4]
Computed, not measured: a structure of composition C39H34BrInN10O6SSe at a distorted geometry, with ωB97M-V/def2-TZVPD.

Values from the calculation:
- Relative energy (zero: lowest compared OMol25 entry of this formula, charge and spin): 141.8 kJ/mol
- F_max: 6.0 eV/A
- E_HOMO: -8.173 eV
- Electronic energy: -219575.828 eV

Positions of all 93 atoms, in Å:
H 0.000 -1.566 3.552
C 1.055 3.149 -2.732
C -1.516 -4.302 -3.059
H 1.769 2.444 3.378
H 2.643 3.050 -1.274
C 0.567 1.741 1.702
H -4.269 -0.552 3.394
C 1.782 2.415 2.296
C 1.831 -1.202 -1.800
C -3.477 3.775 -1.063
H 3.560 0.962 5.881
O 2.546 7.349 -4.841
N -0.968 -2.426 0.718
C -1.486 -2.000 -2.889
N -2.236 1.746 -0.984
H 3.597 1.193 2.564
H -0.869 -5.150 0.736
N -3.676 -2.368 2.818
H -0.287 -4.623 2.343
C 0.354 1.790 -2.557
C -3.820 2.191 -2.793
H -0.494 -0.822 -4.316
C 2.820 4.697 -2.475
H 3.783 5.006 -2.156
H 1.641 -0.308 -2.391
C 2.084 -1.514 3.936
H -4.449 -0.780 5.737
H 4.326 -3.358 -1.459
C 0.465 -0.070 4.875
H 0.883 5.786 -4.916
N 2.515 -2.520 3.121
H -0.298 3.591 -4.373
C -4.372 -1.526 3.767
C -0.024 -4.605 1.282
H -2.054 3.057 0.533
H -2.199 -3.228 -1.321
C -1.777 -3.192 -2.306
H 0.072 -2.877 -5.735
H -5.453 -1.673 3.854
C 3.307 -2.937 -1.300
H -2.934 -0.165 -3.719
O 0.550 1.269 -1.431
O 4.297 6.629 -3.771
C -0.461 -2.988 -4.768
N -1.989 -2.823 1.523
C 2.921 1.467 1.840
C 3.078 -0.775 4.638
C 1.100 -2.808 -0.359
H 1.109 1.384 6.326
O -0.350 1.371 -3.556
C -0.055 -3.293 0.576
C -3.912 -1.519 5.264
N -1.795 -0.776 -2.132
In -0.804 -0.185 -0.127
C -0.902 -4.193 -4.327
N 3.149 6.540 -4.167
H -0.567 0.253 4.871
H 3.825 -1.257 -2.527
C 1.441 0.608 5.647
H -3.650 -3.336 3.086
H -3.652 4.723 -0.636
C 2.163 3.577 -2.071
C -2.764 -1.882 1.979
H -1.797 -5.196 -2.588
H -4.203 1.757 -3.695
H 3.406 1.871 0.974
O -0.473 2.357 1.661
Br -0.677 -5.888 -5.287
S -2.698 -0.165 1.452
C 2.192 0.334 1.268
C 2.358 5.412 -3.557
C 0.572 3.900 -3.834
H -2.860 -1.521 5.541
C -4.175 3.449 -2.234
H -4.290 -2.351 5.804
C -2.811 1.401 -2.172
C 1.163 5.073 -4.168
C 2.344 -3.457 -0.489
N 0.849 0.548 1.175
H -4.751 4.197 -2.766
H 0.870 -5.146 1.112
C 2.759 0.321 5.514
N 0.873 -1.689 -1.019
H 1.931 3.406 1.831
C 3.102 -1.736 -1.940
O 2.698 -0.719 0.867
H 2.400 -4.439 0.005
C -2.451 0.119 -2.760
C -2.634 2.860 -0.412
C -0.758 -1.859 -3.981
N 4.407 -1.268 4.461
Se 4.240 -2.579 3.288
C 0.741 -1.156 4.045

Atomic partial charges in e from the Mulliken method, atoms 1 to 6: 1.12, 0.00, -0.78, 0.27, 0.60, -0.10



[5]
Computed, not measured: a structure of composition C39H34ClMnN3SSi2 at a distorted geometry, with ωB97M-V/def2-TZVPD.

Values from the calculation:
- Relative energy (zero: lowest compared OMol25 entry of this formula, charge and spin): 77.9 kJ/mol
- F_max: 3.6 eV/A
- <S²>: 6.045
- E_HOMO (spin up / spin down): -7.547 / -10.283 eV
- 2S+1: 5
- Total charge: +1
- Electronic energy: -115890.681 eV

Positions of all 81 atoms, in Å:
C -0.535 3.240 -5.645
H -4.066 2.601 0.096
C -0.801 1.683 -0.436
C -0.692 -2.185 4.220
C 0.623 1.454 -4.451
C 1.226 -3.621 -6.366
C -0.413 2.714 -1.302
C 1.808 1.792 -5.146
H -0.211 -4.771 -0.694
C -1.775 -1.367 2.339
H -0.165 -2.668 -7.689
H -2.381 -0.303 -1.224
H 1.452 -4.428 -7.070
H 2.714 3.184 -6.533
H -1.253 -0.237 -3.428
H -3.410 4.329 -1.581
C -3.026 2.660 -0.246
C 0.458 1.732 5.427
C 2.327 -2.457 2.601
H 4.632 -1.206 4.972
C 1.496 -2.575 -4.167
H -2.237 -1.329 1.347
C -0.639 -3.786 -0.849
H -1.099 4.429 -2.464
H -0.169 -2.850 4.907
C -0.577 -1.394 -0.650
H -2.263 -4.568 -1.985
C 0.589 -1.573 -4.546
N 0.844 0.832 4.415
Cl 2.208 0.654 0.060
C 1.471 1.742 6.394
H -3.447 -2.373 -2.219
H 3.335 0.617 6.396
C 2.090 0.366 4.738
Si 0.288 0.185 -0.260
Si 0.224 -0.112 -3.448
H -0.908 -0.951 -5.985
H -1.467 3.740 -5.939
C 1.286 2.271 7.660
C 0.646 3.618 -6.277
H -2.342 0.884 0.839
C -0.527 2.240 -4.663
C -1.344 -0.964 4.584
N 1.842 -1.300 3.064
C 0.023 -2.642 -0.444
H -1.488 2.408 4.862
H 2.064 2.220 8.414
H -1.414 -0.576 5.605
H 0.963 -2.656 0.097
H -2.577 0.507 3.360
S 3.835 -2.894 3.300
C 2.677 -0.740 4.046
C -1.348 3.688 -1.689
H 0.614 2.693 -1.679
C -0.760 2.369 5.681
H 1.937 -2.566 -3.153
H 0.639 4.458 -6.981
H 1.824 -3.041 1.851
H -1.940 3.401 7.161
C 0.298 -2.627 -6.704
C -0.084 -1.652 -5.780
C 0.053 2.876 7.939
H -0.125 3.292 8.932
H -1.450 2.047 -4.094
H 2.490 -4.386 -4.805
C 1.810 -3.582 -5.090
C -2.096 1.680 0.129
Mn 0.084 -0.492 2.957
C 3.808 -1.498 4.319
H -0.618 -3.326 2.278
C -0.954 -2.434 2.837
H 0.740 -0.230 -1.861
C -0.966 2.934 6.960
C -2.494 -2.442 -1.678
C 1.813 2.888 -6.018
C -1.871 -1.290 -1.205
H 2.715 1.191 -5.025
N 2.478 0.888 5.930
C -1.873 -3.679 -1.501
C -1.975 -0.405 3.407
C -2.645 3.668 -1.154

Atomic partial charges in e from the Mulliken method, atoms 1 to 6: -0.79, 0.41, 0.41, -0.98, 0.60, -0.48